This record from the OMol25 dataset describes a molecular structure, C11H38BCs2N2O6. The level of theory is ωB97M-V with the def2-TZVPD basis set.

```
60
C11H38BCs2N2O6, DFT ωB97M-V with the def2-TZVPD basis set
Cs 0.499 0.666 3.590
Cs 4.083 -0.268 0.173
B 0.492 0.098 0.443
H -0.092 -0.281 -0.382
H 0.651 -0.707 1.142
H 1.402 0.480 0.007
H -0.085 0.879 0.914
C 0.481 0.059 -3.539
O 0.558 -0.236 -4.722
N 1.421 0.472 -2.732
N -0.657 0.076 -2.846
H 1.207 0.459 -1.745
H 2.377 0.428 -3.054
H -0.629 0.242 -1.850
H -1.564 -0.018 -3.279
C -0.065 -4.201 -0.424
C 1.112 -3.692 -1.267
O 1.654 -2.406 -0.765
H -0.942 -3.554 -0.467
H 0.196 -4.279 0.631
H -0.457 -5.121 -0.858
H 0.648 -3.521 -2.238
H 1.958 -4.374 -1.348
H 0.923 -1.852 -0.483
C -1.721 3.749 2.239
C -0.493 4.356 1.685
O 0.556 3.405 1.590
H -1.554 3.159 3.141
H -2.101 3.003 1.541
H -2.570 4.379 2.504
H -0.126 5.125 2.364
H -0.643 4.853 0.726
H 0.238 2.742 0.974
C -3.976 -1.914 0.769
C -3.134 -0.630 0.473
O -2.087 -0.712 1.445
H -4.983 -1.818 0.363
H -4.196 -2.045 1.829
H -3.616 -2.879 0.411
H -3.737 0.250 0.694
H -2.740 -0.615 -0.543
H -1.321 -0.371 0.977
C 1.900 -4.234 3.393
C 1.597 -2.718 3.145
O 2.198 -2.019 4.253
H 1.557 -4.495 4.394
H 2.982 -4.351 3.339
H 1.351 -4.880 2.707
H 0.552 -2.420 3.224
H 2.013 -2.366 2.201
H 3.109 -2.023 3.951
C 1.271 4.215 -3.843
C 0.060 4.215 -2.924
O 0.450 3.489 -1.744
H 0.866 4.448 -4.828
H 1.735 3.229 -3.864
H 1.864 5.086 -3.562
H -0.775 3.681 -3.376
H -0.298 5.195 -2.608
H 0.602 2.561 -1.940
```

The net charge is +1. The LUMO energy is -3.54 eV. The calculation puts the largest force on an atom at 4.492 eV/Å. Its gap between HOMO and LUMO is 8.28 eV. Its molecular weight is 571.06 g/mol. As for the HOMO energy: -11.8 eV.

Atomic partial charges in e from the Mulliken method, atoms 1 to 5: 1.118, 1.061, 1.929, -0.967, -0.731